[1]
{
  "formula": "C5H8O3Pt",
  "method": "wB97M-V/def2-TZVPD",
  "multiplicity": 4,
  "s2": 3.754,
  "total_charge": 1,
  "e_homo_ev": [-11.0, -14.5],
  "gap_ev": [6.3547, 8.5590],
  "species": ["O", "C", "C", "O", "C", "O", "Pt", "C", "C", "H", "H", "H", "H", "H", "H", "H", "H"],
  "coordinates": [[0.87308, -0.73964, 1.30401], [-0.39505, 0.53482, 0.41553], [0.60146, 0.95257, -0.64049], [1.83901, 0.28883, -0.43099], [1.88819, -0.62481, 0.60043], [2.89631, -1.35293, 0.48054], [3.62416, -0.67896, -0.99641], [-1.82159, 0.64964, 0.16443], [-1.58428, -0.86170, -0.05714], [-0.13194, 0.79969, 1.44425], [0.81013, 2.02180, -0.51791], [0.23259, 0.75783, -1.65590], [-2.43241, 0.86086, 1.04264], [-2.08836, 1.18083, -0.75216], [-2.10372, -1.47125, 0.68538], [-0.48494, -1.19635, 0.02559], [-1.72264, -1.12122, -1.11181]]
}

---

[2]
{
  "formula": "C5H8O3S",
  "method": "wB97M-V/def2-TZVPD",
  "multiplicity": 1,
  "e_homo_ev": [-8.4, -8.4],
  "gap_ev": [8.2100, 8.2082],
  "species": ["C", "C", "C", "C", "C", "O", "O", "O", "S", "H", "H", "H", "H", "H", "H", "H", "H"],
  "coordinates": [[0.64238, 0.53565, 0.35850], [1.26869, 0.30132, 1.71231], [-1.18505, -0.98441, 1.92633], [-0.48548, -0.41016, 0.13815], [-1.45195, 0.04964, -0.79435], [0.12595, 0.04037, 4.13690], [-0.98463, 1.44338, 2.45824], [-0.55279, -1.60371, 0.86764], [-0.24601, 0.26643, 2.76567], [0.29193, 1.54360, 0.33350], [1.42795, 0.20104, -0.33490], [1.84478, -0.68553, 1.77019], [1.87419, 1.04242, 2.15001], [-2.25587, -0.91067, 1.67946], [-1.23504, -0.29123, -1.78413], [-1.67828, 1.10422, -0.58311], [-2.31494, -0.63680, -0.63044]]
}

---

[3]
{
  "formula": "C5H8O3Y",
  "method": "wB97M-V/def2-TZVPD",
  "multiplicity": 1,
  "total_charge": 3,
  "e_homo_ev": -20.7,
  "gap_ev": 5.4914,
  "species": ["O", "C", "C", "O", "O", "C", "Y", "H", "H", "H", "H", "C", "C", "H", "H", "H", "H"],
  "coordinates": [[2.66180, -1.28703, 0.19053], [-1.77094, -0.47174, -0.32789], [1.41426, -1.49279, -0.34553], [-2.85423, -0.50251, -0.74846], [-1.00128, -1.27852, 0.21948], [0.40752, -1.11339, 0.72914], [4.49406, -0.13603, 0.13596], [1.25582, -2.55049, -0.62084], [1.22703, -0.89254, -1.25633], [0.49508, -0.07747, 1.07222], [0.43244, -1.78846, 1.58817], [-1.32852, 2.20442, 0.47247], [-0.95990, 1.57427, -0.68380], [-0.64425, 2.28755, 1.32144], [-2.37631, 2.44268, 0.67356], [0.09520, 1.32809, -0.83317], [-1.54778, 1.75395, -1.58693]]
}

---

[4]
{
  "formula": "C5H8O4",
  "method": "wB97M-V/def2-TZVPD",
  "multiplicity": 1,
  "total_charge": -2,
  "e_homo_ev": -1.3,
  "gap_ev": 7.7584,
  "species": ["C", "C", "C", "O", "O", "H", "H", "H", "H", "H", "C", "C", "O", "O", "H", "H", "H"],
  "coordinates": [[2.58215, 0.10715, -0.38202], [1.96033, -0.12368, -1.74420], [2.29288, -1.09700, 0.68476], [2.71417, -0.61685, 1.78037], [1.83331, -2.18904, 0.34167], [3.66978, 0.10011, -0.36208], [2.23009, 1.03952, 0.03199], [2.56640, -0.83200, -2.32322], [1.82095, 0.74233, -2.40835], [1.01296, -0.60437, -1.52597], [-3.07635, 0.88051, 1.36807], [-3.50558, -0.11443, 0.27089], [-4.37738, -0.99330, 0.51911], [-3.16736, 0.20985, -0.89881], [-3.47845, 1.85538, 1.10728], [-2.00681, 0.86125, 1.08426], [-3.07108, 0.77458, 2.45625]]
}

---

[5]
{
  "formula": "C5H8O4",
  "method": "wB97M-V/def2-TZVPD",
  "multiplicity": 1,
  "total_charge": -2,
  "e_homo_ev": -1.7,
  "gap_ev": 8.0650,
  "species": ["C", "C", "O", "O", "H", "H", "H", "C", "C", "C", "O", "O", "H", "H", "H", "H", "H"],
  "coordinates": [[0.19239, 2.05243, -1.63039], [-1.21850, 2.54605, -2.02359], [-1.72813, 3.39855, -1.25026], [-1.68316, 2.12503, -3.10934], [0.91892, 2.76647, -2.04967], [0.44236, 1.13070, -2.16727], [0.31778, 1.99223, -0.55464], [0.00044, -1.47685, 0.73296], [0.91166, -0.66369, 1.65112], [-0.36767, -2.88498, 1.34144], [0.57377, -3.50608, 1.89929], [-1.54509, -3.27149, 1.17808], [-0.94698, -1.01492, 0.48061], [0.51722, -1.66735, -0.21027], [1.79382, -0.34868, 1.09152], [1.35381, -1.32974, 2.39547], [0.46737, 0.15233, 2.22493]]
}

---

[6]
{
  "formula": "C5H8O4",
  "method": "wB97M-V/def2-TZVPD",
  "multiplicity": 1,
  "smiles": "CC(C)[C@]1(OO)OC1=O",
  "e_homo_ev": -9.5,
  "gap_ev": 10.1322,
  "species": ["C", "C", "C", "C", "C", "O", "O", "O", "O", "H", "H", "H", "H", "H", "H", "H", "H"],
  "coordinates": [[0.47420, 0.50235, -0.33989], [1.22313, 1.33301, 0.68206], [1.16566, -0.80561, -0.68603], [-1.11497, -0.43473, 1.28019], [-1.16970, 0.35988, 0.07381], [-2.00460, -0.03029, -0.96125], [-1.94448, -1.47483, -1.07864], [-0.75956, -1.21329, 2.07599], [-1.65620, 1.09029, 1.10144], [-2.84894, -1.66536, -1.36239], [0.30334, 1.08635, -1.24892], [2.15667, 1.68947, 0.24018], [0.63342, 2.19922, 0.98694], [1.46509, 0.74290, 1.56885], [0.61885, -1.36190, -1.44498], [2.15872, -0.58933, -1.08630], [1.29936, -1.42811, 0.19895]]
}

---

[7]
{
  "formula": "C5H8OS2",
  "method": "wB97M-V/def2-TZVPD",
  "multiplicity": 1,
  "smiles": "OC[C@@]12CSC[C@H]1S2",
  "e_homo_ev": -8.9,
  "gap_ev": 9.3820,
  "species": ["C", "C", "C", "C", "C", "H", "H", "H", "H", "H", "H", "H", "H", "O", "S", "S"],
  "coordinates": [[-0.72536, 1.17638, -0.59155], [-0.42857, -0.32079, -0.56854], [0.91583, -0.62671, -1.19595], [0.76533, -0.14587, 1.52692], [-0.17730, -1.01990, 0.70722], [-2.25097, 0.97202, 0.57930], [0.19935, 1.78682, -0.56651], [-1.12659, 1.46909, -1.58031], [1.15526, -0.19871, -2.17880], [1.05742, -1.69690, -1.43809], [0.33209, 0.86540, 1.68900], [1.17538, -0.62336, 2.41316], [0.36480, -1.97094, 0.60646], [-1.54797, 1.65768, 0.44223], [2.09006, -0.04502, 0.09629], [-1.79875, -1.27919, 0.05918]]
}

---

[8]
{
  "formula": "C5H8OS2",
  "method": "wB97M-V/def2-TZVPD",
  "multiplicity": 1,
  "e_homo_ev": [-8.2, -8.2],
  "gap_ev": [7.7851, 7.7860],
  "species": ["C", "C", "C", "C", "C", "O", "S", "S", "H", "H", "H", "H", "H", "H", "H", "H"],
  "coordinates": [[-0.38091, -1.85135, 0.28245], [-0.04693, -0.34766, 0.48778], [-1.30735, 0.38466, 0.53356], [2.04241, 0.89520, -0.51146], [0.96775, -0.14566, -0.76853], [-1.42010, -2.31793, -0.21492], [-1.78599, 1.14797, 2.07634], [-2.28439, 0.34685, -0.79176], [0.56780, -0.41641, 1.35014], [1.69398, 1.93921, -0.35765], [2.67437, 0.86224, -1.41491], [2.64460, 0.72963, 0.44206], [1.45720, -1.09448, -0.87867], [0.48199, -0.03110, -1.70279], [-3.16258, 1.55028, 1.86120], [-2.14186, -1.65147, -0.39284]]
}

---

[9]
{
  "formula": "C5H8S",
  "method": "wB97M-V/def2-TZVPD",
  "multiplicity": 1,
  "e_homo_ev": -8.6,
  "gap_ev": 9.5847,
  "species": ["C", "C", "C", "C", "C", "H", "H", "H", "H", "H", "H", "H", "H", "S"],
  "coordinates": [[0.32772, 1.89669, -2.03187], [0.13583, 0.70384, -1.47505], [0.40881, 0.58675, 0.01022], [1.00455, -0.85332, 0.35676], [-0.90549, 0.30019, 0.70155], [0.58716, 2.79407, -1.42583], [0.23566, 2.05893, -3.10604], [0.00783, -0.17890, -2.06491], [0.94354, 1.44843, 0.43185], [1.84310, -0.70683, 1.08932], [1.55284, -1.36253, -0.45759], [-1.75671, 0.50328, 0.05054], [-1.07092, 1.14720, 1.37130], [-0.51069, -1.34428, 1.17135]]
}

---

[10]
{
  "formula": "C5H8S",
  "method": "wB97M-V/def2-TZVPD",
  "multiplicity": 1,
  "smiles": "C=C(C)[C@H]1CS1",
  "e_homo_ev": -8.8,
  "gap_ev": 9.8453,
  "species": ["C", "C", "C", "C", "C", "H", "H", "H", "H", "H", "H", "H", "H", "S"],
  "coordinates": [[-0.83385, 0.69453, -1.95956], [-0.97387, 0.38048, -0.49942], [-2.15531, -0.11695, -0.02906], [0.25613, 0.54866, 0.43803], [0.46379, -0.28336, 1.62806], [0.07193, 0.17039, -2.23480], [-0.67906, 1.76977, -2.15833], [-1.78359, 0.48562, -2.47545], [-2.22397, -0.60739, 0.99152], [-3.02283, -0.36307, -0.66248], [0.53702, 1.56468, 0.61101], [0.81053, 0.22585, 2.45394], [-0.09047, -1.16444, 1.82231], [1.61495, -0.58885, 0.26149]]
}

---

[11]
{
  "formula": "C5H8S",
  "method": "wB97M-V/def2-TZVPD",
  "multiplicity": 1,
  "smiles": "C1SC[C@H]2C[C@H]12",
  "e_homo_ev": -8.5,
  "gap_ev": 9.5065,
  "species": ["C", "C", "C", "C", "C", "H", "H", "H", "H", "H", "H", "H", "H", "S"],
  "coordinates": [[-0.85142, -1.37962, -0.14743], [-0.68801, 1.45665, 0.13616], [0.52679, 0.64934, -0.48592], [1.69077, -0.16203, -0.08915], [0.39776, -0.67003, 0.39051], [-0.88336, -1.64287, -1.14252], [-1.36984, -2.06763, 0.68757], [-0.61382, 1.88351, 1.15457], [-0.98483, 2.35203, -0.54191], [0.31521, 0.31646, -1.42226], [2.30550, -0.50563, -0.83528], [2.03894, 0.15064, 0.99877], [0.16380, -0.36485, 1.37450], [-2.04749, -0.01598, -0.07762]]
}

---

[12]
{
  "formula": "C5H8S3",
  "method": "wB97M-V/def2-TZVPD",
  "multiplicity": 1,
  "smiles": "S=C1SCCCCS1",
  "e_homo_ev": -8.4,
  "gap_ev": 8.3570,
  "species": ["C", "C", "C", "C", "C", "H", "H", "H", "H", "H", "H", "H", "H", "S", "S", "S"],
  "coordinates": [[1.12398, 0.06874, 2.00289], [0.03599, 1.50089, -0.19496], [-1.05505, 0.61335, -0.79178], [-0.88920, -0.84715, -0.40268], [0.54403, -1.34659, -0.55264], [-0.14792, 2.58603, -0.46034], [1.04975, 1.29612, -0.62083], [-0.96275, 0.71431, -1.87852], [-2.01595, 1.00423, -0.54398], [-1.56007, -1.44684, -1.00997], [-1.21031, -1.01893, 0.61877], [1.01758, -0.91470, -1.46341], [0.57859, -2.41052, -0.74843], [1.67966, -0.05655, 3.54715], [0.14356, 1.44887, 1.61043], [1.66813, -1.19127, 0.88832]]
}

---

In order of appearance, relative energy (zero: lowest compared OMol25 entry of this formula, charge and spin) = 43.3 115.0 0.9 24.1 3.9 137.4 62.5 83.0 40.4 29.4 91.6 1.7 kcal/mol.